168
Properties=species:S:1:pos:R:3:forces:R:3:mulliken_charge:R:1 method="wB97M-V/def2-TZVPD" total_charge=+1 homo_energy_ev=-10.20
C 3.888 3.842 -2.920 0.116 0.623 -0.161 -0.715
C 4.783 2.846 -3.813 -1.029 0.465 -0.308 0.110
C 4.434 1.288 -3.631 0.875 -0.222 -0.965 -0.374
C 5.665 0.421 -3.000 -1.553 1.043 0.557 -0.791
C 5.397 0.365 -1.423 -0.010 -0.126 -0.247 0.214
C 6.315 -0.665 -0.609 -0.592 0.061 0.730 -0.576
C 6.258 -0.446 1.010 -0.136 0.712 -0.415 -0.744
C 4.898 0.310 1.391 1.007 -0.922 -0.433 -0.565
N 4.575 0.321 2.856 -2.432 1.083 -2.003 0.243
C 3.983 -0.982 3.324 0.059 0.004 2.168 -0.708
C 4.732 -1.405 4.703 -1.516 -0.973 -0.423 -0.433
C 3.701 -2.343 5.550 0.704 -0.642 0.140 -0.601
C 4.190 -3.879 5.568 -0.796 0.152 0.482 -0.837
C 3.506 -4.790 4.425 0.883 -1.087 0.315 -0.461
C 4.561 -5.814 3.737 -0.750 -0.044 -0.280 -0.623
C 3.949 -6.513 2.421 0.557 -0.315 0.033 -0.346
C 4.900 -7.705 1.860 -0.361 0.571 -0.573 -0.971
C 3.493 1.321 3.013 0.645 0.074 2.574 -0.436
S 3.345 2.104 4.502 0.105 -1.085 -2.479 -0.137
S 2.301 1.822 1.677 -0.139 -0.051 0.258 0.173
C 1.166 0.413 1.274 0.389 -2.001 -0.181 -0.338
C 0.725 0.327 -0.262 -0.196 -0.769 0.242 -0.558
C -0.331 1.438 -0.738 0.164 -0.605 -1.379 -0.096
N -0.504 2.594 0.173 -0.300 1.845 1.322 -0.073
C -1.266 2.688 1.265 -3.746 -0.600 4.981 0.285
N -1.487 3.764 2.206 -0.868 -1.137 0.661 -0.432
C -2.380 3.400 3.290 2.614 -2.509 -5.509 0.448
C -2.844 4.272 4.540 0.479 -0.959 -0.040 -0.953
N -2.708 2.041 2.930 -0.456 4.698 3.491 -0.620
N -2.090 1.637 1.798 0.659 -0.463 -1.006 0.903
C -2.422 0.255 1.405 -0.556 -1.445 -0.483 -0.773
C -3.586 0.216 0.301 -2.492 2.765 -0.348 0.488
O -4.476 1.071 0.253 3.416 -3.231 0.296 -0.447
Cl -3.557 -1.130 -0.967 0.388 1.599 1.614 -0.188
P 0.417 4.090 -0.291 2.831 1.142 0.154 0.644
O 1.122 4.792 1.090 -2.017 -0.955 -2.035 -0.371
Br -1.043 5.656 -1.096 -0.161 -0.484 0.733 -0.329
H 3.046 4.329 -3.530 1.154 -0.835 0.836 0.242
H 3.393 3.358 -2.014 0.793 0.471 -1.085 -0.012
H 4.556 4.704 -2.553 -1.082 -1.241 -0.391 0.306
H 4.575 3.127 -4.919 0.690 -0.484 1.908 -0.317
H 5.874 3.083 -3.589 -1.320 -0.607 -0.364 0.411
H 3.468 1.141 -3.040 1.285 0.222 -0.624 0.016
H 4.249 0.868 -4.681 0.131 0.558 1.451 0.392
H 5.657 -0.612 -3.480 0.324 1.313 0.745 0.329
H 6.603 1.031 -3.216 -0.993 -1.257 0.195 0.347
H 5.469 1.439 -1.022 0.077 -1.508 -0.555 0.131
H 4.292 0.061 -1.276 1.692 0.421 -0.226 -0.203
H 7.412 -0.604 -0.932 -1.653 -0.267 0.275 0.316
H 5.868 -1.712 -0.788 1.008 1.481 -0.023 0.274
H 7.129 0.240 1.330 -1.286 -1.283 -0.326 0.275
H 6.333 -1.468 1.517 -0.009 1.504 -0.526 0.172
H 4.048 -0.243 0.863 0.990 1.063 0.292 0.032
H 5.022 1.396 1.070 -0.478 -1.634 0.241 0.761
H 4.028 -1.804 2.527 0.025 1.189 1.063 0.229
H 2.892 -0.775 3.639 1.554 -0.626 -0.745 0.327
H 5.649 -2.019 4.408 -1.060 1.017 0.669 0.247
H 4.996 -0.504 5.348 -0.251 -1.072 -1.313 0.299
H 2.640 -2.327 5.121 1.428 0.159 0.489 0.283
H 3.621 -1.989 6.636 0.215 -0.325 -1.581 0.389
H 5.331 -3.898 5.538 -1.526 -0.119 -0.108 0.405
H 3.874 -4.308 6.588 0.612 0.491 -1.532 0.365
H 2.996 -4.187 3.602 0.697 -0.599 1.122 0.260
H 2.726 -5.453 4.941 0.813 1.098 -0.891 0.267
H 5.502 -5.226 3.475 -1.106 -0.852 0.207 0.265
H 4.856 -6.665 4.446 -0.400 1.386 -0.746 0.312
H 3.809 -5.711 1.617 0.157 -1.143 1.009 0.220
H 2.928 -6.986 2.605 1.258 0.871 0.110 0.267
H 4.257 -8.545 1.431 0.884 1.107 0.629 0.286
H 5.524 -7.301 0.986 -0.662 -0.689 1.408 0.245
H 5.580 -8.146 2.661 -0.906 0.683 -1.032 0.297
H 0.240 0.381 1.942 1.353 0.331 -0.682 0.219
H 1.748 -0.558 1.500 -0.989 1.465 -0.383 0.299
H 1.641 0.261 -0.960 -1.408 0.473 1.183 -0.131
H 0.198 -0.696 -0.386 0.786 1.484 0.213 0.432
H 0.061 1.853 -1.742 -0.677 -0.324 1.668 0.348
H -1.361 0.987 -0.995 1.569 0.667 0.558 -0.011
H -3.984 4.232 4.642 1.689 0.171 -0.304 0.328
H -2.437 5.345 4.501 -0.708 -1.794 -0.436 0.299
H -2.394 3.797 5.490 -0.697 0.565 -1.544 0.233
H -3.361 1.541 3.553 0.650 -0.551 -1.131 0.266
H -2.856 -0.265 2.340 0.761 0.665 -1.527 0.668
H -1.547 -0.372 1.031 -1.032 1.134 0.595 0.221
H 1.130 5.785 1.008 0.019 -0.319 -0.090 0.380
C -4.683 -4.142 -1.229 0.022 0.101 -0.114 -0.706
C -4.291 -5.492 -0.689 0.292 -0.609 0.245 0.649
O -3.158 -5.731 -0.289 -0.121 0.252 -0.075 -0.706
N -5.248 -6.458 -0.659 0.357 0.589 -0.039 -0.116
C -6.629 -6.358 -1.088 0.017 -0.496 0.177 -0.747
H -3.826 -3.469 -1.196 -0.095 -0.563 0.057 -0.098
H -5.010 -4.234 -2.267 -0.170 0.094 0.117 0.238
H -5.483 -3.713 -0.620 -0.050 0.022 -0.193 0.468
H -4.922 -7.339 -0.287 -0.048 0.075 -0.068 0.211
H -7.271 -6.582 -0.233 -0.222 0.038 -0.191 0.182
H -6.800 -7.099 -1.870 -0.267 0.160 -0.015 0.309
H -6.873 -5.369 -1.470 0.130 -0.102 0.029 0.329
C -4.583 -5.025 -5.170 0.138 -0.023 0.137 -1.242
C -5.889 -5.103 -5.915 -0.630 -0.262 -0.026 0.781
O -6.838 -5.753 -5.500 0.291 0.161 0.030 -0.647
N -5.988 -4.417 -7.088 0.178 -0.146 0.415 -0.162
C -4.978 -3.602 -7.729 -0.454 -0.045 -0.261 -0.809
H -4.644 -5.616 -4.256 -0.133 0.005 -0.185 0.217
H -3.774 -5.425 -5.786 0.047 0.164 0.088 0.439
H -4.370 -3.988 -4.897 0.161 -0.062 -0.094 0.339
H -6.888 -4.511 -7.537 0.106 0.005 0.030 0.238
H -5.369 -2.588 -7.836 0.254 0.068 -0.092 0.272
H -4.778 -4.016 -8.720 0.214 0.194 -0.005 0.280
H -4.051 -3.571 -7.161 -0.146 -0.073 -0.002 0.317
C -1.192 0.240 7.720 0.113 -0.105 -0.094 -1.260
C -2.636 0.640 7.569 -0.316 0.142 0.112 0.814
O -3.320 0.288 6.615 0.064 0.076 -0.328 -0.687
N -3.175 1.424 8.541 0.335 -0.287 -0.450 -0.185
C -2.527 1.936 9.731 -0.456 0.144 0.042 -0.826
H -0.893 -0.385 6.878 -0.175 0.088 0.074 0.275
H -0.556 1.128 7.734 0.039 -0.115 0.150 0.371
H -1.056 -0.333 8.640 0.122 0.141 -0.028 0.375
H -4.145 1.657 8.381 0.083 -0.049 0.081 0.236
H -3.072 1.572 10.604 0.211 0.113 0.122 0.289
H -2.575 3.027 9.707 0.158 -0.027 0.220 0.278
H -1.488 1.624 9.802 -0.142 -0.010 -0.092 0.330
C 1.762 9.804 1.319 0.140 -0.034 0.162 -1.421
C 1.247 8.733 0.395 -0.314 -0.043 -0.348 0.825
O 1.520 7.546 0.552 -0.005 -0.236 0.198 -0.669
N 0.458 9.120 -0.639 0.454 -0.206 0.584 -0.033
C 0.034 10.463 -0.980 -0.172 -0.268 -0.322 -0.892
H 2.378 9.353 2.097 -0.108 -0.066 -0.178 0.281
H 2.375 10.516 0.762 -0.132 0.066 0.098 0.395
H 0.926 10.321 1.795 0.112 0.103 -0.090 0.393
H 0.147 8.354 -1.220 0.019 0.082 0.020 0.091
H -1.057 10.494 -0.962 0.047 0.247 -0.030 0.295
H 0.383 10.688 -1.989 -0.087 0.231 0.068 0.303
H 0.426 11.207 -0.290 -0.005 -0.164 -0.039 0.344
C -7.005 -8.505 2.649 0.184 -0.051 -0.044 -1.303
C -8.454 -8.129 2.482 -0.525 -0.076 -0.360 0.772
O -9.108 -8.474 1.508 0.260 0.098 0.158 -0.638
N -9.028 -7.379 3.464 0.325 -0.205 -0.254 -0.176
C -8.414 -6.883 4.678 -0.503 0.111 -0.053 -0.805
H -6.677 -9.100 1.797 -0.214 0.073 0.066 0.257
H -6.388 -7.604 2.699 0.052 -0.108 0.151 0.367
H -6.874 -9.099 3.557 0.129 0.138 -0.018 0.445
H -9.999 -7.162 3.291 0.100 -0.036 0.038 0.227
H -8.968 -7.280 5.531 0.211 0.117 0.154 0.280
H -8.484 -5.793 4.679 0.161 -0.011 0.232 0.269
H -7.370 -7.176 4.761 -0.133 -0.016 -0.094 0.319
C 4.627 5.999 -6.712 0.030 0.111 0.151 -1.299
C 4.694 4.727 -7.514 0.212 -0.512 -0.023 0.799
O 5.279 3.731 -7.110 -0.145 0.239 -0.080 -0.660
N 4.073 4.713 -8.727 0.129 0.108 0.434 -0.171
C 3.340 5.787 -9.362 0.042 -0.426 -0.280 -0.816
H 5.162 5.870 -5.771 -0.044 -0.138 -0.175 0.269
H 5.095 6.817 -7.266 -0.160 0.040 0.060 0.433
H 3.587 6.247 -6.487 0.083 0.133 -0.062 0.341
H 4.156 3.831 -9.213 0.007 0.112 0.030 0.242
H 2.318 5.447 -9.544 -0.052 0.271 -0.082 0.265
H 3.818 6.013 -10.318 -0.184 0.217 -0.006 0.288
H 3.315 6.687 -8.752 0.057 -0.158 -0.004 0.326
C -1.910 2.933 -3.734 -0.090 -0.078 0.188 -0.974
C -0.879 3.396 -4.731 0.566 0.346 -0.229 0.773
O 0.031 4.153 -4.422 -0.229 -0.196 0.103 -0.602
N -0.990 2.941 -6.009 -0.095 0.083 0.524 -0.143
C -1.993 2.048 -6.552 0.341 0.148 -0.359 -0.864
H -1.699 3.373 -2.759 0.045 0.058 -0.240 -0.253
H -2.907 3.250 -4.049 0.002 -0.180 0.070 0.562
H -1.876 1.844 -3.639 -0.197 0.023 -0.079 0.387
H -0.269 3.288 -6.625 -0.075 -0.052 0.056 0.231
H -1.488 1.166 -6.953 -0.254 -0.095 -0.034 0.285
H -2.512 2.564 -7.362 -0.171 -0.227 0.010 0.295
H -2.717 1.737 -5.802 0.125 0.096 -0.024 0.320